C3H3LiO2Sc | the ωB97M-V functional and the def2-TZVPD basis

```
10
Properties=species:S:1:pos:R:3:nbo_charge:R:1
O 3.35055 -0.75212 1.87676 -1.448
Li 4.72157 -0.67043 2.86356 0.985
C -0.13543 -0.11495 -0.20267 -0.481
C -1.40325 0.24882 0.11800 -0.270
O -0.32943 0.03127 -1.60833 -0.534
C -1.70884 0.39307 -1.34559 -0.108
H -1.97374 0.34796 1.03896 0.224
H -1.93419 1.40229 -1.72489 0.212
H -2.40399 -0.33105 -1.79891 0.214
Sc 1.81675 -0.55487 0.78311 2.206
```

Results
spin multiplicity = 1
total charge = +1
HOMO (alpha / beta) = -11.8 / -11.8 eV
lowest unoccupied orbital energy (alpha / beta) = -0.1934 / -0.1934 hartree